(1)
The following is a quantum chemistry calculation of C2H5O2P in the gas phase in a non-equilibrium geometry, from the Open Molecules 2025 dataset.

Values from the calculation:
DFT total energy in a.u.: -571.0091
HOMO energy in eV: -9.03
LUMO energy in eV: 0.748
HOMO-LUMO gap in eV: 9.78
Net charge: 0

Each line ends with the natural charge from an NBO analysis.
Positions of all 10 atoms, in Å:
C (0.8908, -0.6835, 1.4007)  0.2183
C (-0.6363, 0.1906, -1.1790)  -1.0274
O (0.0867, -1.7024, 0.5705)  -0.8005
O (1.5736, -0.0146, 0.4008)  -0.7837
P (0.8281, -0.9444, -0.7894)  1.3347
H (0.1986, -0.0349, 2.0049)  0.1571
H (1.5922, -1.1767, 2.0720)  0.1639
H (-0.3648, 1.1652, -0.5723)  0.2458
H (-1.4878, -0.2709, -0.5852)  0.2529
H (-0.9735, 0.4001, -2.1926)  0.2390

(2)
The following is a quantum chemistry calculation of 2 unconnected molecules or ions with the total composition C7H16N3O in a non-equilibrium geometry, from the Open Molecules 2025 dataset.

Values from the calculation:
DFT total energy in a.u.: -515.4537
HOMO energy in eV: -12.12
LUMO energy in eV: -2.420
HOMO-LUMO gap in eV: 9.70
Net charge: +1

Each line ends with the natural charge from an NBO analysis.
Positions of all 27 atoms, in Å:
C (1.8040, 1.8652, 0.5423)  -0.4525
C (0.5723, 1.9483, -0.5198)  -0.2588
C (2.5131, 0.6281, -0.0507)  -0.0879
C (0.5180, 0.8606, -1.2636)  0.2696
C (-0.3003, 0.4925, -2.4301)  -0.6766
C (0.2442, -1.5665, 2.0828)  -0.4373
C (-1.3749, -0.5004, 0.5669)  0.0847
N (-3.4305, -0.3776, -0.5579)  -0.6200
N (-2.2591, -0.9327, -0.2635)  -0.2053
N (-0.2380, -1.4215, 0.7373)  -0.5871
O (1.4669, -0.0581, -0.7869)  -0.5564
H (2.3660, 2.8105, 0.4478)  0.2577
H (1.2096, 1.6149, 1.4821)  0.2059
H (-3.9653, 0.4374, -0.1638)  0.4085
H (-0.0612, 2.8291, -0.7852)  0.2403
H (3.2535, 1.0909, -0.8387)  0.2222
H (2.8626, -0.0367, 0.7848)  0.2123
H (-0.3813, -0.6338, -2.5524)  0.2382
H (0.1803, 0.7979, -3.4525)  0.2580
H (-1.2449, 0.9287, -2.3412)  0.2382
H (0.1444, -0.5121, 2.4799)  0.2115
H (-0.2824, -2.1726, 2.8364)  0.2545
H (1.3398, -1.6887, 2.0701)  0.2311
H (-1.4891, 0.2319, 1.3801)  0.1961
H (-3.7908, -0.9008, -1.4717)  0.4142
H (-0.5621, -2.3274, 0.2951)  0.4538
H (0.6310, -0.9433, 0.1701)  0.4850

(3)
The following is a quantum chemistry calculation of 10 unconnected molecules or ions with the total composition C36H54ClO22 in a non-equilibrium geometry, from the Open Molecules 2025 dataset.

Values from the calculation:
DFT total energy in a.u.: -3519.3867
HOMO energy in eV: -7.05
LUMO energy in eV: 1.999
HOMO-LUMO gap in eV: 9.05
Net charge: -1

Each line ends with the Löwdin charge.
Positions of all 113 atoms, in Å:
Cl (0.4601, 0.8959, 0.2733)  0.6392
O (-0.8169, 1.5251, -0.0043)  -0.3402
O (0.2527, -0.4643, 0.5697)  -0.3806
O (1.3950, 0.9401, -0.8805)  -0.3839
O (1.1569, 1.4316, 1.4178)  -0.3541
O (-2.4734, 5.7912, -0.9705)  0.1150
C (-2.8488, 4.9439, -1.7597)  -0.4524
O (-4.1799, 4.7443, -1.9966)  0.0137
C (-4.3999, 3.7255, -3.0008)  -0.1360
C (-3.0470, 3.0399, -3.2082)  -0.1725
C (-2.0512, 4.0209, -2.6585)  -0.0685
H (-4.7098, 4.1131, -3.9712)  0.1192
H (-5.1278, 3.0317, -2.5802)  0.1166
H (-2.9075, 2.6356, -4.2108)  0.1072
H (-2.9346, 2.1260, -2.6248)  0.0924
H (-1.7458, 4.7450, -3.4137)  0.1340
H (-1.2552, 3.6491, -2.0134)  0.1289
O (7.4363, 2.5321, -3.7390)  0.0892
C (6.6620, 1.8639, -3.0713)  -0.4619
O (5.5565, 2.3712, -2.4174)  0.0055
C (4.8378, 1.3623, -1.6315)  -0.1126
C (5.9519, 0.3122, -1.4649)  -0.1592
C (6.8263, 0.4390, -2.6895)  -0.0868
H (3.9576, 0.9329, -2.1100)  0.1161
H (4.6146, 1.8674, -0.6918)  0.1268
H (5.3030, -0.5617, -1.5239)  0.0697
H (6.5009, 0.3287, -0.5234)  0.1269
H (6.5929, -0.1328, -3.5876)  0.1282
H (7.8689, 0.3452, -2.3856)  0.1305
O (5.7223, -3.7620, 2.0948)  0.0787
C (4.8014, -2.9689, 1.8459)  -0.4196
O (4.7834, -2.0318, 0.8437)  0.0001
C (3.6347, -1.1449, 0.8772)  -0.1445
C (3.2301, -1.3590, 2.3539)  -0.1540
C (3.4911, -2.8190, 2.5822)  -0.0781
H (2.8407, -1.4398, 0.1912)  0.1031
H (3.6126, -0.0666, 0.7193)  0.1136
H (2.1964, -1.0290, 2.4573)  0.1031
H (3.7901, -0.6060, 2.9084)  0.1266
H (2.7683, -3.5170, 2.1599)  0.0995
H (3.5810, -3.0227, 3.6492)  0.1286
O (-0.9740, 4.5621, 2.0987)  0.0774
C (-0.3984, 4.1002, 3.1352)  -0.3891
O (-1.0646, 3.5613, 4.1816)  0.0190
C (-0.2266, 3.1061, 5.1969)  -0.1639
C (1.1621, 2.9788, 4.5338)  -0.1561
C (1.0770, 4.0497, 3.4840)  -0.1039
H (-0.5730, 2.1450, 5.5769)  0.1278
H (-0.0560, 3.8389, 5.9856)  0.1231
H (1.3930, 2.0614, 3.9925)  0.1016
H (2.0097, 3.2884, 5.1453)  0.1093
H (1.4222, 3.8265, 2.4745)  0.1192
H (1.3987, 4.9972, 3.9162)  0.1308
O (-3.6602, 5.6373, 1.3468)  0.0599
C (-4.2702, 4.5585, 1.5007)  -0.4294
O (-5.6023, 4.5550, 1.3968)  0.0239
C (-6.0287, 3.1577, 1.1273)  -0.1086
C (-4.7694, 2.2330, 1.1116)  -0.1519
C (-3.6148, 3.1431, 1.5864)  -0.0442
H (-6.4559, 3.0809, 0.1275)  0.1048
H (-6.7923, 2.8664, 1.8486)  0.1139
H (-4.7286, 1.6420, 0.1967)  0.0993
H (-4.9555, 1.4050, 1.7956)  0.0804
H (-2.8085, 3.0751, 0.8561)  0.0945
H (-3.0957, 2.8778, 2.5074)  0.1108
O (-5.3439, -0.9452, 4.5418)  0.0944
C (-4.5432, -1.1386, 3.6565)  -0.4980
O (-3.7407, -0.1403, 3.2442)  0.0024
C (-2.9075, -0.4950, 2.1181)  -0.1178
C (-3.0521, -2.0153, 2.2241)  -0.1472
C (-4.5111, -2.3650, 2.7396)  -0.0228
H (-1.8429, -0.2646, 2.1584)  0.1149
H (-3.3994, -0.1047, 1.2271)  0.1123
H (-2.2978, -2.3888, 2.9167)  0.1039
H (-2.8365, -2.5959, 1.3271)  0.1063
H (-4.6131, -3.2686, 3.3406)  0.1175
H (-5.2909, -2.3547, 1.9780)  0.1232
O (-1.9608, -3.3978, -3.2860)  0.0977
C (-1.9000, -2.1930, -3.4245)  -0.4363
O (-2.2851, -1.5797, -4.5815)  -0.0170
C (-2.1354, -0.2078, -4.6952)  -0.1860
C (-1.0915, 0.0036, -3.5780)  -0.1295
C (-1.4816, -1.0628, -2.4953)  -0.0382
H (-3.1673, 0.0932, -4.5147)  0.1197
H (-1.7733, 0.1475, -5.6600)  0.1219
H (-1.2964, 0.9320, -3.0449)  0.0765
H (-0.0787, 0.0196, -3.9806)  0.1124
H (-2.3121, -0.7218, -1.8772)  0.1253
H (-0.5995, -1.1514, -1.8611)  0.0943
O (-1.1773, -4.4615, -0.8764)  0.1346
C (-0.8262, -4.6031, 0.2730)  -0.4571
O (-1.6301, -5.1560, 1.2729)  -0.0050
C (-0.8017, -5.3209, 2.4760)  -0.1547
C (0.5742, -5.0545, 2.0281)  -0.1844
C (0.3725, -4.0264, 0.9072)  -0.0777
H (-0.9490, -6.2439, 3.0368)  0.1307
H (-1.0733, -4.4243, 3.0331)  0.1111
H (1.1260, -5.8924, 1.6021)  0.1291
H (1.1238, -4.6956, 2.8982)  0.1076
H (1.1702, -3.9399, 0.1694)  0.1300
H (0.0991, -3.0569, 1.3235)  0.1242
O (0.5989, -3.9919, -3.1440)  0.0810
C (1.7575, -3.5269, -3.1645)  -0.3905
O (2.7514, -4.4565, -3.1919)  0.0153
C (4.0175, -3.7322, -3.3441)  -0.1661
C (3.8055, -2.3273, -2.9496)  -0.1598
C (2.2884, -2.0561, -3.0959)  -0.0278
H (4.2373, -4.0456, -4.3646)  0.1224
H (4.8297, -4.2495, -2.8335)  0.1244
H (4.5642, -1.6416, -3.3270)  0.1092
H (3.9688, -2.3572, -1.8724)  0.0962
H (2.0926, -1.5194, -4.0242)  0.1194
H (1.8253, -1.5610, -2.2424)  0.1016

(4)
The following is a quantum chemistry calculation of a molecular structure, C23H41AuN2P3S in a non-equilibrium geometry, from the Open Molecules 2025 dataset.

Values from the calculation:
DFT total energy in a.u.: -2567.3470
HOMO energy (spin up / spin down) in eV: -16.09 / -16.09
LUMO energy (spin up / spin down) in eV: -9.971 / -12.455
HOMO-LUMO gap (spin up / spin down) in eV: 6.12 / 3.64
2S+1: 3
Net charge: +3

Each line ends with the Löwdin spin population.
Positions of all 71 atoms, in Å:
Au (0.2837, -0.2568, -0.1660)  0.3159
P (-0.8554, -2.5224, -0.1371)  0.0451
P (0.9190, -0.3140, 2.2565)  0.1797
P (2.4233, -0.6212, -0.9357)  0.1978
H (-0.8409, 6.4388, -6.7722)  0.0000
C (-0.3024, 5.5883, -7.2049)  0.0002
C (-0.9527, 4.5143, -7.6789)  -0.0001
H (-2.0471, 4.4499, -7.6463)  0.0000
C (-2.6659, -2.1785, -0.0424)  0.0091
C (-0.5949, -3.8812, 1.0864)  0.0091
C (-0.5770, -3.3108, -1.7774)  0.0047
C (1.4340, 1.3519, 2.7202)  0.0229
C (-0.5515, -0.6904, 3.2635)  0.0506
C (2.2307, -1.4376, 2.8464)  0.0161
C (2.2953, -0.2123, -2.7105)  0.0635
C (3.1605, -2.2757, -0.7857)  0.0260
C (3.6788, 0.4632, -0.2219)  0.0172
H (0.7847, 5.6952, -7.2924)  0.0000
H (-0.4242, 3.6816, -8.1562)  0.0000
H (-2.9859, -1.4154, -0.7772)  0.0008
H (-2.9571, -1.8571, 0.9747)  0.0000
H (-3.1487, -3.1382, -0.2831)  0.0017
H (-0.8997, -3.5480, 2.0885)  -0.0001
H (0.4778, -4.1241, 1.1097)  0.0001
H (-1.1520, -4.8023, 0.8449)  0.0020
H (-0.9268, -2.6056, -2.5467)  0.0006
H (-1.0787, -4.2860, -1.9187)  0.0006
H (0.5069, -3.4534, -1.8949)  0.0002
H (1.8718, 1.3579, 3.7226)  0.0065
H (0.5480, 1.9947, 2.7072)  -0.0001
H (2.1713, 1.7592, 2.0200)  0.0007
H (-0.1935, -1.2139, 4.1674)  0.0092
H (-1.2235, -1.3638, 2.7035)  0.0040
H (-1.0966, 0.2354, 3.5148)  0.0005
H (2.3385, -1.3656, 3.9341)  0.0050
H (3.1968, -1.1755, 2.4010)  -0.0001
H (1.9930, -2.4854, 2.6297)  0.0004
H (3.2926, -0.3236, -3.1799)  0.0147
H (1.9149, 0.8241, -2.8005)  0.0011
H (1.5482, -0.8776, -3.1788)  0.0012
H (4.2117, -2.2419, -1.1190)  0.0073
H (2.6033, -3.0034, -1.3939)  -0.0002
H (3.1518, -2.6242, 0.2572)  0.0006
H (4.6422, 0.3344, -0.7363)  0.0058
H (3.8043, 0.2418, 0.8473)  0.0001
H (3.3549, 1.5021, -0.3408)  0.0003
C (-0.8465, 2.1007, -2.4897)  0.1623
C (0.2294, 2.8974, -2.0448)  0.0865
C (0.7650, 3.9090, -2.8547)  0.0245
C (0.2670, 4.1320, -4.1569)  0.1989
C (-0.7869, 3.3191, -4.6114)  0.0231
C (-1.3302, 2.3083, -3.8067)  0.0760
S (-1.5557, 0.9578, -1.4008)  0.3523
H (-0.5024, 1.3880, 0.0044)  0.0076
H (0.6388, 2.7241, -1.0478)  0.0007
H (1.5877, 4.5325, -2.4803)  -0.0011
H (0.6922, 4.9228, -4.8074)  0.0076
H (-1.1648, 3.5091, -5.6157)  -0.0008
H (-2.1280, 1.6800, -4.1886)  0.0011
N (-5.2760, -1.1651, 3.0680)  0.0005
C (-4.6180, -0.2153, 2.9070)  0.0001
C (-3.7182, 0.8807, 2.7027)  0.0007
C (-3.3544, 1.7191, 3.7586)  -0.0005
C (-2.6538, 2.8846, 3.4886)  0.0020
C (-2.2661, 3.0913, 2.1503)  0.0019
N (-2.4101, 2.1660, 1.1953)  0.0298
C (-3.1913, 1.1190, 1.4188)  0.0046
H (-3.6507, 1.4173, 4.7609)  0.0000
H (-2.4549, 3.6387, 4.2541)  0.0002
H (-1.7900, 4.0334, 1.8776)  0.0004
H (-3.3982, 0.4259, 0.5914)  0.0007

(5)
The following is a quantum chemistry calculation of 2 unconnected molecules or ions with the total composition C7H11Cl2N2 in a non-equilibrium geometry, from the Open Molecules 2025 dataset.

Values from the calculation:
DFT total energy in a.u.: -1302.9139
HOMO energy in eV: -11.52
LUMO energy in eV: -4.330
HOMO-LUMO gap in eV: 7.19
Net charge: +1

Each line ends with the natural charge from an NBO analysis.
Positions of all 22 atoms, in Å:
C (-0.2175, -3.4743, -1.2130)  -0.1492
C (1.1529, -1.4046, -0.9987)  0.6851
C (1.8886, -0.2138, -0.8948)  -0.7731
C (0.1645, -4.5176, -1.9727)  -0.1228
C (-1.2769, -0.2251, 0.9508)  -0.3724
C (-0.8211, 1.0336, 0.9744)  0.1836
C (-1.1063, 2.0413, -0.0946)  -0.6733
N (0.5118, -2.3647, -1.0717)  -0.2233
N (0.0435, 1.4515, 1.9682)  -0.8073
Cl (1.6223, -4.6001, -2.8257)  0.1069
Cl (-2.2290, -0.8351, -0.3626)  -0.0311
H (-1.1624, -3.4592, -0.6860)  0.2752
H (1.8325, 0.3439, -1.8329)  0.3020
H (2.9351, -0.4264, -0.6656)  0.3036
H (-0.4845, -5.3783, -2.0575)  0.2545
H (-1.1000, -0.9338, 1.7410)  0.2168
H (-1.2720, 1.5600, -1.0539)  0.2380
H (-0.2887, 2.7523, -0.1783)  0.2246
H (-2.0115, 2.5943, 0.1564)  0.2540
H (0.0534, 0.8920, 2.8082)  0.3908
H (0.0266, 2.4435, 2.1585)  0.3948
H (1.4668, 0.3992, -0.0912)  0.3225